No. 1
A structure of composition C5H8B2Cl3CrF12N2O15S4, computed with ωB97M-V/def2-TZVPD.

<S²>   6.061
LUMO energy (alpha / beta)   -2.0359 / -4.2249 eV
Net charge   -1
Multiplicity   5
Gap between HOMO and LUMO (alpha / beta)   6.346 / 4.166 eV

Each line ends with the Mulliken charge.
Geometry (Å):
Cr: -1.55215 0.66421 -0.00980  1.688
Cl: -4.12054 -1.70717 -0.18474  1.716
O: -3.17459 -0.81918 -0.84287  -0.479
O: -4.01926 -1.29420 1.17895  -0.694
O: -5.45114 -1.53395 -0.76371  -0.621
O: -3.61000 -3.02625 -0.46609  -0.599
N: 0.18763 4.48886 -1.58269  0.000
S: 0.17478 5.39595 -0.29231  0.948
O: 1.38182 6.20328 0.02617  -0.433
O: -0.65313 4.99905 0.79568  -0.290
F: -0.75311 6.53181 -0.97748  -0.284
S: 0.85690 3.14229 -0.62846  0.969
O: -0.11584 2.12741 -0.26328  0.340
O: 2.02999 3.37301 0.22235  -0.420
F: 1.44899 2.59966 -2.03425  -0.266
N: -2.07179 1.68843 1.52489  0.438
S: -1.65887 1.96703 3.01301  0.732
O: -1.90295 0.86093 3.93573  -0.577
O: -1.45547 3.37084 3.46767  -0.541
F: -0.16777 1.64660 2.62375  -0.266
S: -3.53223 2.61507 1.89957  0.648
O: -3.49026 3.94888 1.24651  -0.527
O: -4.31280 2.44293 3.12278  -0.492
F: -4.42491 1.77275 0.87456  -0.254
B: -2.04210 1.80787 -2.40932  -0.034
F: -1.18445 0.74091 -2.26096  -0.243
F: -1.38919 2.86337 -3.03750  -0.399
F: -3.08594 1.53320 -3.19947  -0.329
F: -2.34549 2.08169 -1.18747  0.100
B: 0.19048 -1.02490 0.62107  0.243
F: 0.91496 0.04882 0.73347  -0.305
F: -0.36885 -0.89821 -0.68378  -0.339
F: 0.98167 -2.05984 0.66530  -0.106
F: -0.87884 -0.82728 1.38487  -0.372
C: 4.79827 -1.57435 -0.19005  -0.460
C: 3.59815 -1.50697 -1.09170  0.635
O: 3.94576 -0.41348 -1.93611  -0.375
C: 5.06307 0.25144 -1.56148  0.690
O: 5.59800 1.23002 -2.08436  -0.580
O: 5.70461 -0.50695 -0.61080  -0.367
H: 5.28567 -2.54589 -0.27158  0.255
H: 4.64461 -1.48217 0.88512  0.284
H: 2.80110 -1.18421 -0.42190  -0.344
H: 3.52287 -2.29204 -1.84409  0.280
Cl: 2.08145 -5.67398 -1.24781  -0.216
C: 1.26885 -5.45465 0.39476  -0.154
C: -0.22726 -5.83883 0.46103  -0.242
Cl: -0.51496 -7.50143 -0.13681  -0.209
H: 1.24869 -4.43981 0.79199  -0.046
H: 2.04071 -5.91633 1.01054  0.377
H: -0.81780 -5.18188 -0.17754  0.196
H: -0.44738 -5.69220 1.51846  0.324

***

No. 2
A structure of composition C5H8Br2, computed with ωB97M-V/def2-TZVPD.

ΔE to the lowest compared entry with this formula, charge and spin   2.141 eV
LUMO energy   0.5091 eV
Multiplicity   1
Gap between HOMO and LUMO   10.053 eV

Each line ends with the Mulliken charge.
Geometry (Å):
C: -0.81113 0.31774 -1.03818  0.123
C: -0.37474 -0.25158 0.03348  -0.122
C: -2.10372 -0.00749 -1.76988  -1.246
C: 1.36392 -0.15272 2.03785  -1.327
C: 1.42229 0.18442 0.56929  0.125
Br: 2.45783 -1.18929 -0.39154  -0.055
Br: 2.00091 1.95046 -0.14385  -0.090
H: -0.21706 1.12185 -1.48806  0.188
H: -0.57729 -1.02159 0.81384  0.231
H: -2.80821 0.78562 -1.80065  0.319
H: -2.49972 -0.85846 -1.34331  0.368
H: -1.96871 -0.30845 -2.85951  0.283
H: 0.71225 0.49663 2.68785  0.333
H: 1.07379 -1.09766 2.15939  0.516
H: 2.32959 0.03054 2.53328  0.354

***

No. 3
A cluster of 2 separate species, C5H8BrN2 in total, computed with ωB97M-V/def2-TZVPD.

ΔE to the lowest compared entry with this formula, charge and spin   5.652 eV
LUMO energy   -5.1493 eV
Net charge   +1
Multiplicity   1
Gap between HOMO and LUMO   8.609 eV

Each line ends with the Mulliken charge.
Geometry (Å):
C: 0.45976 -2.43983 1.16310  -0.095
C: 0.49264 2.80845 -0.62727  0.711
C: 1.05362 0.43206 -0.35130  -0.058
C: 0.04305 4.02941 -0.66532  -0.830
C: -1.49877 -2.07788 -0.18786  -0.874
N: 0.64353 1.63686 -0.36386  -0.022
N: -0.20514 -1.74101 0.32637  -0.214
Br: 2.93105 0.27241 0.22658  -0.043
H: 1.40281 -2.14132 1.39425  0.163
H: 0.14536 -3.22541 1.86785  0.249
H: -1.00292 4.22299 -0.94442  0.257
H: 0.52538 4.98670 -0.60061  0.297
H: -1.91942 -1.07757 0.03076  0.314
H: -1.50084 -2.18917 -1.27999  0.270
H: -1.98411 -2.85104 0.34539  0.367
H: 0.41401 -0.64565 -0.33368  0.507

***

No. 4
The ion C5H8BrN2 with charge +1, computed with ωB97M-V/def2-TZVPD.

ΔE to the lowest compared entry with this formula, charge and spin   5.337 eV
LUMO energy   -4.3857 eV
Net charge   +1
Multiplicity   1
Gap between HOMO and LUMO   8.246 eV

Each line ends with the Mulliken charge.
Geometry (Å):
C: -0.48271 1.31807 0.40992  -0.246
C: -1.86284 0.95849 0.35310  0.101
C: 0.68378 0.84866 -0.07527  -0.397
C: -2.48941 -0.12622 -0.21611  -0.546
C: 1.21345 -1.22564 0.42716  -0.200
N: 2.48383 -1.38931 0.47590  -0.154
N: 0.87905 -0.44214 -0.70024  0.056
Br: -4.35200 -0.23327 -0.09871  -0.078
H: -0.40800 2.34932 0.70621  0.294
H: -2.45737 1.73719 0.82811  0.321
H: 1.56972 1.53338 0.11713  0.314
H: -2.12300 -1.06613 -0.55563  0.308
H: 2.80761 -2.02254 1.18459  0.290
H: 3.15640 -1.18250 -0.28430  0.243
H: -0.01544 -0.85698 -0.90483  0.217
H: 1.39692 -0.20037 -1.66703  0.477

***

No. 5
A structure of composition C5H8CaLiO4, computed with ωB97M-V/def2-TZVPD.

LUMO energy   -4.6637 eV
Net charge   +1
Multiplicity   1
Gap between HOMO and LUMO   6.567 eV

Each line ends with the Mulliken charge.
Geometry (Å):
C: -3.26517 1.42556 0.25934  -1.394
C: -3.42479 -0.03064 -0.13686  0.080
O: -2.33712 -0.84007 0.18684  -0.814
Li: -1.85681 -2.41646 -0.62010  0.926
H: -4.20776 1.97261 0.11916  0.330
H: -2.98943 1.51380 1.32208  0.365
H: -2.51062 1.91602 -0.37658  0.307
H: -3.57010 -0.08335 -1.27512  0.237
O: 0.03081 -1.95534 -0.00758  -0.633
C: 1.10706 -0.02906 2.10817  -0.314
C: 1.23579 -2.14045 -0.17560  0.215
O: 1.33762 0.81778 2.94784  -0.462
O: 2.26110 -0.45442 1.44111  -0.304
C: 2.34112 -1.61510 0.66975  -0.474
Ca: -0.82869 -0.56562 1.33584  1.590
H: 1.52877 -3.02679 -0.76750  0.348
H: 3.18547 -1.47089 -0.02422  0.375
H: 2.60268 -2.48850 1.30407  0.328
H: -4.29362 -0.43340 0.41586  0.293

***

No. 6
The molecule C5H8Cl2IN, computed with ωB97M-V/def2-TZVPD.

ΔE to the lowest compared entry with this formula, charge and spin   1.118 eV
LUMO energy (alpha / beta)   0.2485 / -0.6689 eV
Multiplicity   1
Gap between HOMO and LUMO (alpha / beta)   7.886 / 6.232 eV

Each line ends with the Mulliken charge.
Geometry (Å):
C: -0.98222 0.11683 0.92482  -0.699
C: -0.18437 1.42594 0.78694  -0.634
C: -0.18132 -1.29601 0.74583  -0.120
C: 0.26379 -1.59829 -0.61577  -0.661
C: 1.05634 0.92460 -1.30318  -0.107
N: 0.12255 1.59803 -0.61308  -0.243
Cl: -1.49225 -2.68040 1.24915  -0.266
Cl: 0.92325 0.69102 -2.99577  -0.148
I: 1.89096 -2.92192 -0.59549  0.007
H: -1.27735 0.15336 2.05249  0.302
H: -1.73395 0.13556 0.20366  0.389
H: -0.73962 2.29237 1.00279  0.378
H: 0.82936 1.44524 1.36377  0.282
H: 0.60486 -1.25106 1.53128  0.430
H: -0.43547 -1.83046 -1.49075  0.420
H: 2.07877 0.80245 -1.11312  0.366
H: -0.74332 1.99273 -1.13358  0.305

***

No. 7
A structure of composition C5H8Cl6O, computed with ωB97M-V/def2-TZVPD.

ΔE to the lowest compared entry with this formula, charge and spin   3.914 eV
LUMO energy   0.1331 eV
Multiplicity   1
Gap between HOMO and LUMO   9.962 eV

Each line ends with the Mulliken charge.
Geometry (Å):
C: -1.63099 -0.48001 -1.98671  -0.004
Cl: -0.23971 0.62399 -2.04491  -0.091
Cl: -3.15197 0.50819 -1.48331  -0.136
Cl: -1.26822 -1.89222 -0.88958  -0.098
H: -1.85833 -0.91302 -2.96083  0.420
C: 1.35290 1.92412 -0.50833  1.102
Cl: 1.21462 2.10359 1.26143  -0.147
Cl: 3.09680 1.88534 -0.95368  -0.169
Cl: 0.51611 3.12580 -1.38186  -0.141
H: 0.79045 1.02011 -0.74182  -0.754
C: -0.86242 -0.96726 2.04893  -1.308
C: -0.11043 -0.35084 0.90415  0.449
O: -0.55030 0.66410 0.33223  -0.595
C: 1.19236 -0.98990 0.52365  -0.357
H: -0.49386 -0.47004 2.94617  0.388
H: -0.78066 -2.05232 1.98525  0.321
H: -1.87057 -0.55318 2.06508  0.326
H: 1.57270 -0.20737 -0.13292  0.094
H: 1.02249 -1.83111 -0.14837  0.316
H: 2.05907 -1.14801 1.16545  0.383

***

Computed max |F|, in the same sequence as the records: 9.9, 5.9, 3.2, 4.0, 4.0, 4.3, 6.1 eV/Å.